# 1
# C12H19ClINO2PSn

A molecular structure, C12H19ClINO2PSn (the ωB97M-V functional and the def2-TZVPD basis, the Open Molecules 2025 dataset).

Geometry as XYZ:
```
38
Properties=species:S:1:pos:R:3:lowdin_charge:R:1
C -1.0298 -2.8286 -0.8746 -0.027
C 0.2064 -1.9957 -0.5589 -0.444
H -0.7129 -3.8396 -1.1432 0.129
H -1.6002 -2.3687 -1.6853 0.074
H -1.7072 -2.8444 -0.0175 0.089
O 1.3086 -2.5101 -0.6377 0.166
I -0.1020 2.7747 0.7899 0.802
Sn 0.0000 0.0000 0.0000 0.338
P 0.0533 0.7629 -2.2455 0.720
C 1.7295 1.2310 -2.7953 -0.186
C -0.5001 -0.4424 -3.5054 -0.175
H -1.8934 2.1605 -2.0022 0.040
H -1.1629 2.3263 -3.6363 0.093
H -0.4128 3.1157 -2.2055 0.035
C -0.9607 2.2404 -2.5635 -0.238
H -1.5392 -0.7173 -3.3089 0.066
H -0.4288 -0.0067 -4.5072 0.097
H 1.7077 1.5863 -3.8303 0.099
H 2.3972 0.3681 -2.7223 0.075
H 0.1188 -1.3418 -3.4518 0.072
H 2.0964 2.0232 -2.1362 0.067
C 1.8428 0.1519 0.1629 -0.246
O 2.9871 0.2604 0.2679 0.327
Cl -2.3979 -0.1062 -0.1869 0.189
N -0.1162 -0.6929 1.9622 0.012
C 0.0388 0.2098 3.0494 -0.315
C 1.3152 0.4822 3.5734 0.012
C 1.4571 1.3108 4.6905 0.033
C 0.3291 1.8716 5.2950 0.058
C -0.9434 1.6083 4.7812 0.022
C -1.0907 0.7802 3.6644 0.018
H 0.6379 -1.3961 1.9621 0.156
H -1.0511 -1.1258 1.9586 0.129
H 2.1964 0.0393 3.1272 0.129
H 2.4414 1.5087 5.0947 0.146
H 0.4404 2.5046 6.1658 0.151
H -1.8169 2.0368 5.2552 0.145
H -2.0838 0.5707 3.2870 0.139
```

Summary:
* multiplicity: 1
* total energy: -54045.7758 eV
* max |F|: 15.1 eV/Å
* net charge: +3
* LUMO energy (alpha / beta): -15.47 / -15.47 eV
* highest occupied orbital energy (alpha / beta): -19.2 / -19.3 eV
* gap between HOMO and LUMO (alpha / beta): 3.718 / 3.781 eV
* energy relative to the best compared isomer or geometry (same formula, charge and spin): 77.1 kcal per mole

***

# 2
# C26H34N5O3P

2 unconnected molecules or ions with the total composition C26H34N5O3P (the ωB97M-V functional and the def2-TZVPD basis, the Open Molecules 2025 dataset).

Geometry as XYZ:
```
69
Properties=species:S:1:pos:R:3:lowdin_charge:R:1
H 3.5527 2.8872 -1.3758 0.040
N 3.4429 3.8893 -1.5974 0.070
C 2.7379 4.0129 -2.6622 -0.231
C 2.1247 2.7661 -3.4476 -0.132
C 1.1479 1.9980 -2.4755 -0.109
C -0.1351 2.6136 -2.1239 0.019
C -1.0901 1.9451 -1.1630 -0.187
C -2.4205 2.6784 -0.7970 -0.161
C -3.4546 2.8432 -1.9944 -0.083
C -3.4253 1.6972 -3.0615 -0.403
O -2.5200 1.4647 -3.8377 0.089
N -4.6258 0.8645 -3.1586 0.059
C -4.7216 -0.0825 -2.0636 -0.252
C -5.6242 0.2762 -0.9290 -0.044
C -5.8387 -0.6257 0.2342 -0.083
C -5.1395 -1.9446 0.3165 -0.075
C -4.2476 -2.2754 -0.8158 -0.090
C -4.0287 -1.3798 -1.9789 -0.018
C -0.6646 0.6309 -0.6008 -0.177
P -1.8636 -0.1554 0.6238 0.746
O -1.6801 -1.6395 0.8116 -0.465
C 0.6639 -0.0060 -0.9728 -0.172
N 0.9558 -1.2380 -0.3895 0.157
C 2.1781 -1.7173 -0.7418 -0.191
C 2.6700 -3.0805 -0.1299 -0.129
C 3.8266 -2.8630 0.9381 -0.227
C 4.2964 -4.1947 1.6492 -0.245
C 3.2150 -4.5296 2.7827 -0.121
C 3.0965 -0.9802 -1.6714 -0.040
N 2.8488 0.1997 -2.3032 0.111
C 1.5902 0.6593 -1.9105 -0.156
H 2.5325 5.0713 -3.0067 0.105
H 1.5997 3.1786 -4.3505 0.107
H 2.9718 2.1290 -3.8108 0.101
H -0.4073 3.6235 -2.5444 0.127
H -2.9515 2.2499 0.1015 0.085
H -2.1277 3.7303 -0.4846 0.124
H -4.4869 2.8380 -1.5281 0.103
H -3.3841 3.8438 -2.5191 0.131
H -4.6889 0.4184 -4.0763 0.129
H -6.1862 1.2443 -0.8953 0.097
H -6.5448 -0.3522 1.0681 0.095
H -5.3093 -2.6433 1.1752 0.102
H -3.7192 -3.2595 -0.7814 0.103
H -3.3382 -1.6996 -2.8028 0.116
H -1.6276 0.5381 1.8628 0.004
H -3.2110 0.1280 0.2148 -0.005
H 1.8106 -3.6786 0.2840 0.119
H 3.1250 -3.7150 -0.9524 0.116
H 4.7413 -2.4067 0.4518 0.106
H 3.5006 -2.1174 1.7288 0.070
H 5.3286 -4.0670 2.0993 0.103
H 4.3221 -5.0937 0.9595 0.102
H 2.2860 -4.9655 2.3114 0.071
H 3.5983 -5.2505 3.5558 0.064
H 2.9475 -3.5706 3.3113 0.062
H 4.1019 -1.4524 -1.8698 0.122
C 0.6435 2.1407 3.5465 -0.075
N 1.1920 1.0100 2.8268 0.016
C 1.9685 0.0026 3.3045 -0.515
C 2.3328 0.0200 4.7659 -0.002
O 2.3481 -0.8817 2.5492 0.017
H -0.4450 2.1123 3.4581 0.068
H 1.0129 3.0579 3.0832 0.086
H 0.9204 2.1303 4.5973 0.075
H 0.9918 0.9271 1.8390 0.115
H 2.9527 -0.8461 4.9913 0.083
H 2.9001 0.9223 5.0022 0.086
H 1.4316 -0.0306 5.3796 0.087
```

Summary:
* multiplicity: 1
* total energy: -50391.5795 eV
* max |F|: 4.3 eV/Å
* net charge: 0
* LUMO energy: -0.49 eV
* highest occupied orbital energy: -8.7 eV
* gap between HOMO and LUMO: 8.192 eV
* energy relative to the best compared isomer or geometry (same formula, charge and spin): 0.0 kcal per mole
* SMILES: [H]/N=C\Cc1cc(CCC(=O)Nc2ccccc2)c([PH2]=O)c2nc(CCCC)cnc12.CNC(C)=O

***

# 3
# C22H44Br22

11 unconnected molecules or ions with the total composition C22H44Br22 (the ωB97M-V functional and the def2-TZVPD basis, the Open Molecules 2025 dataset).

Geometry as XYZ:
```
88
Properties=species:S:1:pos:R:3:lowdin_charge:R:1
Br -0.9395 -4.7710 -3.2469 0.643
C -2.6648 -4.0844 -3.8227 -0.679
C -3.2321 -3.2766 -2.7034 -0.747
Br -4.8779 -2.3885 -3.2358 0.623
H -3.2728 -4.9268 -4.1245 0.060
H -2.5391 -3.4224 -4.6781 0.032
H -2.6086 -2.4494 -2.3697 -0.022
H -3.3885 -3.8444 -1.7874 0.008
Br 2.9335 4.9208 4.2094 0.622
C 1.8947 3.7121 3.0957 -0.718
C 2.7708 3.0563 2.0546 -0.701
Br 3.9978 1.8008 2.8838 0.635
H 1.1215 4.2979 2.6053 0.042
H 1.4327 3.0090 3.7784 0.048
H 3.3406 3.8404 1.5670 0.041
H 2.1872 2.4802 1.3455 0.007
Br 4.7542 -4.8519 0.7927 0.646
C 4.9884 -2.9842 0.3020 -0.687
C 3.6467 -2.4685 -0.1807 -0.688
Br 3.7690 -0.5309 -0.3796 0.623
H 5.6922 -2.9813 -0.5232 0.056
H 5.3929 -2.4176 1.1318 0.039
H 2.8420 -2.6081 0.5327 -0.027
H 3.3819 -2.9283 -1.1269 0.063
Br 2.2459 -0.4083 -3.9957 0.621
C 0.3176 -0.1598 -3.8854 -0.719
C -0.2505 -0.2434 -5.2839 -0.662
Br -2.2082 -0.2548 -5.2125 0.616
H 0.1561 0.8287 -3.4636 0.008
H -0.0760 -0.9180 -3.2155 -0.006
H 0.0739 -1.1025 -5.8518 0.051
H -0.0427 0.6877 -5.7992 0.051
Br -7.0183 1.7898 -0.1849 0.619
C -5.4938 1.4150 -1.3395 -0.720
C -4.3336 0.9317 -0.5495 -0.652
Br -2.8698 0.7469 -1.8588 0.675
H -5.2298 2.2711 -1.9503 0.053
H -5.8291 0.6302 -2.0098 0.035
H -4.4932 -0.0846 -0.2145 0.058
H -4.0032 1.6068 0.2248 0.014
Br 6.3765 -2.3723 4.7096 0.661
C 4.7345 -1.5074 4.1962 -0.766
C 3.6887 -2.5273 3.8852 -0.663
Br 2.1205 -1.5984 3.1834 0.615
H 4.9368 -0.9166 3.3083 -0.002
H 4.3752 -0.8448 4.9762 0.057
H 3.4047 -3.1045 4.7582 0.067
H 3.9534 -3.2064 3.0825 -0.001
Br -2.4220 -0.0082 6.3924 0.619
C -3.2750 0.3289 4.6706 -0.733
C -4.7405 0.5907 4.8409 -0.691
Br -5.4669 1.0111 3.0812 0.637
H -3.0827 -0.5424 4.0586 0.048
H -2.7683 1.1981 4.2691 0.038
H -4.9329 1.4225 5.5085 0.057
H -5.2816 -0.2774 5.1992 0.056
Br -3.0774 -6.3777 -0.3250 0.664
C -1.7441 -5.9969 1.0299 -0.703
C -0.6140 -5.2486 0.4241 -0.747
Br 0.5599 -4.5675 1.8149 0.621
H -1.3600 -6.9466 1.3959 0.061
H -2.2276 -5.5002 1.8601 0.053
H -0.9819 -4.3575 -0.0664 -0.059
H -0.0379 -5.8543 -0.2600 0.055
Br -2.5038 7.1722 -2.0356 0.611
C -1.2796 5.8297 -1.3435 -0.705
C -1.4665 4.4969 -2.0128 -0.747
Br -0.9998 4.6000 -3.8865 0.612
H -1.4604 5.7795 -0.2754 0.054
H -0.2850 6.2123 -1.5475 0.047
H -2.5030 4.1985 -1.9261 0.043
H -0.7437 3.8207 -1.5711 -0.040
Br 1.8738 2.6210 -1.8206 0.686
C 3.2556 3.8289 -2.4747 -0.646
C 4.5004 3.5258 -1.7030 -0.715
Br 5.9164 4.7539 -2.2353 0.641
H 2.8859 4.8359 -2.3281 0.057
H 3.3936 3.6526 -3.5359 0.066
H 4.8409 2.5097 -1.8594 0.050
H 4.3890 3.7254 -0.6450 0.029
Br -0.3315 -1.8531 -0.5566 0.716
C 0.0180 0.0291 -0.1118 -0.701
C -0.7831 0.3732 1.1119 -0.616
Br -1.1007 2.3332 1.0574 0.645
H -0.3054 0.5381 -1.0035 -0.052
H 1.0836 0.1532 0.0569 -0.012
H -0.3163 0.1865 2.0687 0.039
H -1.7837 -0.0394 1.0536 0.029
```

Summary:
* multiplicity: 1
* total energy: -1564465.0331 eV
* max |F|: 1.2 eV/Å
* net charge: 0
* LUMO energy: -0.05 eV
* highest occupied orbital energy: -10.0 eV
* gap between HOMO and LUMO: 9.998 eV
* energy relative to the best compared isomer or geometry (same formula, charge and spin): 4.1 kcal per mole
* SMILES: BrCCBr.BrCCBr.BrCCBr.BrCCBr.BrCCBr.BrCCBr.BrCCBr.BrCCBr.BrCCBr.BrCCBr.BrCCBr

***

# 4
# C34H80NO26Tl

A molecular structure, C34H80NO26Tl (the ωB97M-V functional and the def2-TZVPD basis, the Open Molecules 2025 dataset).

Geometry as XYZ:
```
142
Properties=species:S:1:pos:R:3:lowdin_charge:R:1
Tl 1.3543 0.0033 -0.8466 1.193
C -4.5972 -0.8350 2.4528 -0.051
C -4.1313 -2.3122 2.4268 -0.428
C -5.1141 -3.0925 1.5737 -0.174
C -4.7379 -4.5705 1.4859 -0.177
C -3.2971 -4.6160 0.9319 -0.138
C -2.1718 -3.9097 1.7458 -0.373
N -2.6206 -2.4721 2.1505 -0.076
O -1.6975 -1.6619 2.9007 -0.096
C -0.7703 -3.8578 1.0430 -0.035
C -1.8785 -4.7961 3.0501 -0.029
C -4.5561 -2.6277 3.9049 -0.061
H -4.0195 -0.2185 1.7642 0.063
H -4.5184 -0.2261 3.3535 0.085
H -5.6489 -0.7720 2.1737 0.083
H -5.0621 -2.8030 0.5242 0.113
H -6.1697 -2.9592 1.8103 0.115
H -5.4590 -5.1647 0.9246 0.107
H -4.7028 -5.0014 2.4865 0.090
H -3.1761 -4.4682 -0.1413 0.109
H -3.1027 -5.6869 0.8723 0.104
H -0.8451 -3.5822 -0.0089 0.065
H -0.3232 -4.8490 0.9672 0.081
H -0.0118 -3.1871 1.4467 0.067
H -1.4546 -5.7571 2.7586 0.070
H -2.7647 -4.9403 3.6681 0.053
H -1.1038 -4.4703 3.7442 0.061
H -4.0827 -2.0656 4.7100 0.085
H -4.3621 -3.6679 4.1664 0.048
H -5.6317 -2.5192 4.0441 0.079
C -2.6264 2.5060 -3.0975 -0.019
C -1.3502 2.6812 -3.3201 -0.378
C -0.8864 3.2237 -4.6732 -0.411
O 0.3116 3.6611 -4.8648 -0.123
C -1.6833 3.2194 -5.8059 -0.014
C -3.1309 2.8141 -5.5812 -0.343
C -3.6043 2.7367 -4.1091 -0.363
O -4.8163 2.8397 -3.9180 0.012
O -3.9852 2.5738 -6.4530 -0.040
O -0.4827 2.3031 -2.3934 -0.111
H -2.8785 2.1252 -2.1188 0.104
H -1.2993 3.6501 -6.7188 0.078
O 2.0500 -1.1779 1.7009 -0.327
H 2.9258 -1.3965 2.0746 -0.073
O 0.6958 1.4116 1.5412 -0.202
H 0.6106 2.2421 1.0338 -0.061
C -2.4757 2.1954 1.9479 -0.168
O -2.0418 1.2776 2.9340 -0.121
H -1.9978 3.1614 2.1114 0.060
H -2.1011 1.7648 1.0193 0.072
H -3.5500 2.3794 1.9381 0.066
H -2.3309 0.4180 2.6195 0.004
C 4.4163 2.5180 0.2326 -0.278
C 3.1330 3.3442 0.3889 -0.211
O 2.2095 2.9091 -0.6024 -0.137
O 4.2419 1.1578 0.4126 -0.060
H 4.9724 2.9675 1.0552 0.105
H 4.9281 2.7987 -0.6880 0.109
H 3.2438 4.4262 0.3178 0.124
H 2.8292 3.0411 1.3909 0.104
H 2.1835 3.4902 -1.3661 0.084
H 5.1294 0.8038 0.5059 0.091
C 1.5613 -3.2797 -3.3640 -0.143
C 2.2083 -3.5877 -1.9897 -0.258
O 1.5189 -3.0662 -0.9090 -0.109
O 1.6191 -1.7934 -3.5073 -0.127
H 0.4993 -3.5241 -3.3430 0.109
H 2.0052 -3.8484 -4.1811 0.103
H 3.2242 -3.2125 -1.8656 0.102
H 2.2960 -4.6609 -1.8205 0.117
H 1.7335 -3.6812 -0.2038 0.048
H 1.4602 -1.5052 -4.4092 0.023
C -2.1179 -1.3953 -2.1216 -0.235
C -2.5124 -0.7162 -0.7764 -0.193
O -1.3605 -0.7424 0.0579 -0.144
O -0.9846 -0.8263 -2.7182 -0.099
H -3.0291 -1.3259 -2.7156 0.111
H -2.0419 -2.4779 -2.0204 0.099
H -3.3562 -1.1912 -0.2759 0.094
H -2.7811 0.3397 -0.8085 0.099
H -1.5103 -1.2364 0.8673 0.032
H -1.1493 -0.6629 -3.6497 0.060
C 3.6086 0.8214 -4.0371 -0.191
C 4.5735 0.1224 -2.9375 -0.251
O 3.9769 -0.6795 -2.0011 -0.124
O 2.6680 1.6625 -3.3471 -0.081
H 3.0781 0.0155 -4.5442 0.084
H 4.2336 1.2381 -4.8269 0.109
H 5.1482 0.9386 -2.4996 0.100
H 5.2680 -0.4689 -3.5341 0.106
H 4.5389 -1.4530 -1.9153 0.088
H 2.8000 2.5093 -3.7796 0.079
C 0.6051 5.7829 3.3826 -0.263
C 0.9978 4.6225 4.3098 -0.237
O 0.7026 3.3527 3.7482 -0.049
O 1.4583 5.7870 2.2835 -0.080
H 0.8003 6.7116 3.9187 0.105
H -0.4139 5.7001 3.0046 0.116
H 0.5291 4.8529 5.2665 0.106
H 2.0785 4.6557 4.4481 0.104
H 0.6853 3.3660 2.7885 0.042
H 0.9502 5.5543 1.5029 0.031
C 4.5209 0.4271 3.4852 -0.188
C 4.8551 -0.3859 4.7805 -0.281
O 3.7345 -1.0749 5.1641 -0.033
O 3.6411 1.5426 3.7917 -0.059
H 4.0072 -0.1412 2.7098 0.082
H 5.4410 0.9420 3.2088 0.105
H 5.0194 0.3832 5.5353 0.101
H 5.8103 -0.9046 4.8613 0.107
H 4.1523 -1.6606 5.7997 0.083
H 4.1383 2.3634 3.7657 0.067
C -1.4764 5.6610 0.0023 -0.204
C -1.1782 7.0349 -0.5171 -0.253
O -0.8041 7.1846 -1.8820 -0.056
O -0.2547 4.8910 0.1340 -0.083
H -2.0326 5.0250 -0.6863 0.130
H -2.0760 5.8033 0.9013 0.117
H -0.3614 7.4134 0.0974 0.111
H -2.0063 7.7306 -0.3820 0.117
H -0.0260 6.6752 -2.1199 0.082
H -0.1337 4.5608 -0.7592 0.074
C 0.0849 -1.2452 -6.4704 -0.257
C -1.3739 -1.6515 -6.4644 -0.278
O -2.0494 -2.1237 -5.3700 -0.018
O 0.3226 -0.2230 -5.5596 -0.038
H 0.4838 -1.0025 -7.4553 0.127
H 0.5912 -2.1609 -6.1650 0.105
H -1.4094 -2.2435 -7.3789 0.117
H -1.9353 -0.7254 -6.5879 0.133
H -2.2331 -3.0646 -5.4201 0.096
H 0.4422 0.5870 -6.0608 0.109
C 2.0668 -3.6940 4.2580 -0.217
C 2.4854 -4.6121 3.0278 -0.189
O 2.4089 -3.9171 1.7272 -0.122
O 0.9930 -2.7925 3.9829 -0.056
H 3.0359 -3.2067 4.3654 0.087
H 1.7217 -4.3174 5.0829 0.104
H 1.8023 -5.4612 3.0506 0.084
H 3.4435 -5.1201 3.1373 0.091
H 2.3275 -2.9654 1.8231 -0.010
H 0.2675 -3.2091 3.5120 0.024
```

Summary:
* multiplicity: 1
* total energy: -95955.0652 eV
* max |F|: 5.9 eV/Å
* net charge: -2
* LUMO energy: 1.08 eV
* highest occupied orbital energy: -1.2 eV
* gap between HOMO and LUMO: 2.303 eV